1.
{
  "formula": "C7H45BIN2O16P",
  "method": "ωB97M-V/def2-TZVPD",
  "e_tot_ev": -61796.53732,
  "homo_energy_ev": -8.6769,
  "gap_ev": 8.83,
  "fmax_ev_per_a": 2.26,
  "symbols": ["C", "B", "O", "C", "O", "C", "C", "C", "C", "I", "C", "N", "P", "N", "O", "H", "H", "H", "H", "H", "H", "H", "H", "H", "H", "H", "H", "H", "H", "H", "H", "H", "H", "H", "O", "H", "H", "O", "H", "H", "O", "H", "H", "O", "H", "H", "O", "H", "H", "O", "H", "H", "O", "H", "H", "O", "H", "H", "O", "H", "H", "O", "H", "H", "O", "H", "H", "O", "H", "H", "O", "H", "H"],
  "xyz": [[2.49, 2.12, 3.62], [1.31, 3.13, 3.23], [1.67, 4.51, 3.03], [-0.23, 2.76, 3.01], [-0.60, 1.43, 3.38], [-0.89, 0.61, 2.26], [0.32, 0.38, 1.31], [0.21, -1.02, 0.63], [0.59, -1.00, -0.87], [2.74, -1.38, -1.04], [-2.20, 1.05, 1.50], [-1.97, 1.18, 0.04], [-1.87, 2.84, -0.45], [-0.20, 3.34, -0.56], [-2.42, 2.87, -2.08], [3.33, 2.68, 4.06], [2.08, 1.34, 4.27], [2.82, 1.63, 2.68], [1.75, 4.60, 2.07], [-0.49, 3.03, 1.97], [-0.81, 3.45, 3.66], [-1.12, -0.39, 2.67], [0.49, 1.21, 0.61], [1.21, 0.34, 1.98], [-0.80, -1.47, 0.70], [0.87, -1.70, 1.19], [0.04, -1.74, -1.47], [0.39, -0.03, -1.36], [-2.97, 0.27, 1.66], [-2.62, 1.98, 1.93], [-2.73, 0.73, -0.45], [-0.17, 4.35, -0.70], [0.31, 2.89, -1.32], [-1.88, 2.22, -2.54], [-2.17, -0.95, -2.41], [-2.54, -0.07, -2.46], [-2.69, -1.46, -3.05], [-2.72, -2.90, -4.91], [-2.06, -3.12, -5.57], [-3.41, -3.56, -5.05], [6.30, -2.48, -1.91], [5.49, -1.95, -1.90], [6.87, -2.03, -2.53], [-5.05, 1.23, -0.50], [-5.83, 1.80, -0.50], [-4.45, 1.66, -1.13], [1.05, -3.58, -3.37], [1.49, -4.44, -3.34], [1.56, -3.03, -2.76], [-3.01, -5.55, -6.22], [-2.35, -5.77, -6.88], [-3.70, -6.21, -6.35], [2.60, -5.71, -2.47], [3.03, -6.57, -2.46], [3.12, -5.17, -1.87], [-2.13, 2.25, 6.00], [-1.47, 2.02, 5.34], [-2.82, 1.60, 5.88], [1.29, 7.43, 3.92], [0.58, 7.52, 4.56], [1.17, 6.55, 3.55], [-5.15, -1.57, -4.30], [-4.48, -1.80, -4.97], [-5.85, -2.23, -4.44], [0.10, -3.30, 2.78], [-0.17, -3.57, 3.67], [-0.24, -4.01, 2.22], [5.51, -4.43, -3.82], [6.00, -3.85, -3.21], [6.19, -4.84, -4.36], [4.04, 4.92, 5.46], [3.30, 4.90, 4.84], [3.96, 4.09, 5.93]]
}

=====

2.
{
  "formula": "C4H11NO2",
  "method": "ωB97M-V/def2-TZVPD",
  "e_tot_ev": -9911.14351,
  "homo_energy_ev": -9.6997,
  "gap_ev": 10.43,
  "fmax_ev_per_a": 2.13,
  "e_above_lowest_ev": 1.098,
  "symbols": ["C", "C", "C", "C", "N", "O", "H", "H", "H", "H", "H", "H", "H", "H", "H", "H", "H", "O"],
  "xyz": [[-0.72, 1.47, 2.27], [0.11, 0.63, 1.30], [0.20, 1.23, -0.09], [0.70, 0.29, -1.20], [1.52, -0.74, -0.71], [0.50, 0.55, -2.35], [-1.80, 1.28, 2.18], [-0.60, 2.55, 2.11], [-0.50, 1.23, 3.31], [1.09, 0.43, 1.73], [-0.27, -0.40, 1.31], [-0.74, 1.70, -0.40], [0.87, 2.09, 0.00], [1.23, -1.69, -0.89], [2.49, -0.59, -0.68], [-1.84, -3.90, -2.39], [-1.24, -2.65, -2.96], [-0.99, -3.48, -2.53]]
}

=====

3.
{
  "formula": "C4H8F2N",
  "method": "ωB97M-V/def2-TZVPD",
  "e_tot_ev": -11191.96007,
  "homo_energy_ev": -16.2300,
  "charge": 1,
  "gap_ev": 10.83,
  "fmax_ev_per_a": 6.02,
  "e_above_lowest_ev": 3.488,
  "symbols": ["C", "C", "C", "C", "N", "F", "F", "H", "H", "H", "H", "H", "H", "H", "H"],
  "xyz": [[-0.58, 0.30, 0.53], [0.45, -0.19, 1.55], [0.82, 0.01, 0.10], [1.74, 0.56, -0.85], [-1.70, -0.56, 0.17], [0.94, 0.65, 2.41], [0.32, -1.71, -0.65], [-0.92, 1.44, 0.68], [0.39, -1.30, 1.80], [1.42, 1.30, -1.46], [2.16, -0.16, -1.42], [2.59, 1.06, -0.19], [-1.19, -1.42, -0.27], [-2.45, -0.14, -0.45], [-2.30, -0.87, 0.89]]
}

=====

4.
{
  "formula": "C5H12N2O",
  "method": "ωB97M-V/def2-TZVPD",
  "e_tot_ev": -10406.96161,
  "homo_energy_ev": -9.0071,
  "gap_ev": 9.97,
  "fmax_ev_per_a": 3.86,
  "e_above_lowest_ev": 1.462,
  "symbols": ["C", "N", "C", "C", "C", "C", "N", "O", "H", "H", "H", "H", "H", "H", "H", "H", "H", "H", "H", "H"],
  "xyz": [[0.49, 2.52, -0.86], [0.54, 1.06, -1.11], [-0.55, -0.36, 2.35], [0.38, 0.46, 1.47], [-0.13, 0.33, 0.01], [-0.08, -1.11, -0.50], [-1.32, -1.47, -1.07], [0.86, -1.89, -0.51], [1.02, 2.85, 0.10], [-0.48, 2.96, -0.77], [0.95, 3.03, -1.75], [1.46, 0.67, -1.33], [-0.52, -1.51, 2.17], [-0.30, -0.33, 3.50], [-1.53, 0.00, 2.25], [0.37, 1.56, 1.81], [1.43, 0.17, 1.46], [-1.15, 0.69, 0.10], [-1.89, -0.67, -1.39], [-1.49, -2.34, -1.59]]
}

=====

5.
{
  "formula": "C5H13NO2",
  "method": "ωB97M-V/def2-TZVPD",
  "e_tot_ev": -10977.93673,
  "homo_energy_ev": -8.9108,
  "gap_ev": 9.81,
  "fmax_ev_per_a": 5.80,
  "e_above_lowest_ev": 3.942,
  "symbols": ["O", "C", "C", "C", "C", "C", "N", "H", "H", "H", "H", "H", "H", "H", "H", "H", "H", "H", "H", "H", "O"],
  "xyz": [[-3.04, -0.16, -0.88], [-2.79, -0.81, 0.07], [-1.48, -1.60, 0.19], [-0.29, -0.74, 0.23], [1.21, -1.27, 0.10], [2.09, -0.15, -0.62], [3.45, -0.53, -0.68], [-3.44, -0.94, 0.81], [-1.38, -2.09, -0.78], [-1.65, -2.41, 0.99], [-0.38, -0.03, -0.87], [-0.37, -0.34, 1.30], [1.43, -1.47, 1.18], [1.26, -2.24, -0.37], [1.82, -0.16, -1.69], [2.08, 0.81, -0.12], [3.90, -0.76, 0.25], [3.71, -1.25, -1.21], [-2.17, 5.38, 1.52], [-2.24, 5.35, -0.11], [-1.73, 5.39, 0.71]]
}

=====

6.
{
  "formula": "C19H52BIN7O9P3S",
  "method": "ωB97M-V/def2-TZVPD",
  "e_tot_ev": -96880.65332,
  "homo_energy_ev": -8.5780,
  "gap_ev": 8.61,
  "fmax_ev_per_a": 5.79,
  "symbols": ["C", "N", "C", "B", "O", "C", "C", "C", "C", "O", "O", "C", "P", "O", "I", "O", "S", "O", "O", "H", "H", "H", "H", "H", "H", "H", "H", "H", "H", "H", "H", "H", "H", "H", "H", "O", "P", "N", "C", "C", "N", "C", "C", "N", "C", "C", "H", "H", "H", "H", "H", "H", "H", "H", "H", "H", "H", "H", "H", "H", "H", "H", "H", "H", "O", "P", "N", "C", "C", "N", "C", "C", "N", "C", "C", "H", "H", "H", "H", "H", "H", "H", "H", "H", "H", "H", "H", "H", "H", "H", "H", "H", "H"],
  "xyz": [[-1.64, -1.37, -2.16], [-2.65, -1.11, -1.13], [-2.68, -2.17, -0.12], [-2.60, 0.24, -0.60], [-3.49, 1.19, -1.06], [-1.54, 0.78, 0.47], [-2.19, 1.23, 1.79], [-2.55, 0.09, 2.77], [-3.06, 0.77, 4.07], [-3.81, 1.95, 3.83], [-3.04, 3.07, 4.24], [-1.41, -0.89, 3.06], [-1.71, -1.86, 4.65], [-0.27, -2.58, 4.90], [-3.13, -3.65, 3.77], [-0.17, -0.21, 3.24], [0.57, 0.36, 1.86], [1.79, -0.39, 1.74], [-0.39, -0.12, 0.64], [-0.62, -1.47, -1.76], [-1.88, -2.26, -2.73], [-1.65, -0.54, -2.87], [-3.36, -1.89, 0.68], [-3.12, -3.06, -0.58], [-1.69, -2.45, 0.26], [-4.37, 1.06, -0.70], [-1.13, 1.70, 0.02], [-1.62, 2.03, 2.26], [-3.14, 1.68, 1.51], [-3.41, -0.44, 2.35], [-2.25, 0.97, 4.78], [-3.76, 0.08, 4.55], [-2.86, 3.58, 3.43], [-1.37, -1.64, 2.27], [0.39, -1.95, 5.20], [-1.01, 6.43, 2.32], [0.48, 6.40, 2.42], [0.78, 4.70, 2.42], [1.99, 4.07, 2.92], [0.36, 4.03, 1.20], [0.67, 7.06, 4.01], [1.46, 6.41, 5.04], [-0.54, 7.60, 4.62], [2.09, 6.90, 1.94], [2.53, 8.24, 2.39], [2.18, 6.95, 0.46], [2.88, 4.28, 2.31], [1.85, 2.99, 2.93], [2.21, 4.34, 3.95], [1.05, 4.17, 0.35], [-0.63, 4.37, 0.89], [0.29, 2.95, 1.38], [1.00, 5.48, 5.39], [1.58, 7.08, 5.89], [2.48, 6.19, 4.70], [-1.20, 6.82, 5.01], [-1.10, 8.21, 3.92], [-0.26, 8.26, 5.45], [1.83, 9.03, 2.10], [3.50, 8.45, 1.94], [2.67, 8.29, 3.46], [1.49, 7.70, 0.04], [1.94, 5.99, 0.01], [3.19, 7.21, 0.15], [-0.38, -4.36, -5.28], [0.63, -5.43, -5.05], [-0.19, -6.46, -3.94], [0.46, -7.41, -3.06], [-1.41, -7.06, -4.48], [1.84, -4.49, -4.24], [2.42, -4.89, -2.97], [1.62, -3.05, -4.22], [1.80, -6.60, -5.60], [3.10, -6.07, -6.07], [1.26, -7.35, -6.77], [0.92, -8.26, -3.59], [-0.28, -7.82, -2.37], [1.21, -6.95, -2.43], [-1.22, -7.89, -5.16], [-2.00, -6.31, -5.01], [-2.03, -7.45, -3.67], [1.70, -4.82, -2.14], [3.27, -4.25, -2.74], [2.83, -5.90, -3.00], [0.87, -2.76, -3.48], [1.31, -2.68, -5.19], [2.55, -2.53, -3.98], [2.99, -5.32, -6.86], [3.69, -6.90, -6.47], [3.69, -5.64, -5.27], [1.07, -6.69, -7.62], [0.33, -7.85, -6.51], [1.96, -8.12, -7.08]]
}